Density functional theory data (ωB97M-V/def2-TZVPD) for C8H12O in the gas phase in a non-equilibrium geometry.

The HOMO energy is -8.787 eV. Its HOMO-LUMO gap is 9.6 eV. As for the LUMO energy: 0.86 eV. The value obtained for the energy relative to the best compared isomer or geometry (same formula, charge and spin) is 77.7 kcal/mol. As for the SMILES: C=CC(C)(C)C(=C)C=O.

```
! RIJCOSX wB97M-V def2-TZVPD def2/J DEFGRID3
* xyz 0 1
C 2.60 -0.31 0.01
C 1.56 -0.05 -0.79
C -0.19 -0.26 -0.37
C -0.36 -1.70 0.12
C -0.96 0.03 -1.65
C -0.28 0.77 0.63
C 0.27 1.90 1.06
C -1.90 0.52 1.42
O -2.84 -0.17 1.10
H 2.46 -0.53 1.07
H 3.61 -0.39 -0.37
H 1.75 0.18 -1.83
H 0.04 -2.40 -0.62
H -1.42 -1.94 0.24
H 0.14 -1.86 1.07
H -0.62 -0.63 -2.45
H -0.84 1.06 -1.97
H -2.03 -0.17 -1.51
H -0.19 2.49 1.85
H 1.21 2.27 0.68
H -2.01 1.18 2.31
*
```

Atomic partial charges in e from the Löwdin method, atoms 1 to 4: atom 1 (C): -0.029, atom 2 (C): -0.070, atom 3 (C): -0.478, atom 4 (C): -0.052